No. 1
Molecular formula: C4H5Cl
Method: DFT, ωB97M-V with the def2-TZVPD basis set

The value obtained for the orbital gap is 10.419 eV. Its spin multiplicity is 1. As for the HOMO energy: -9.433 eV. Its max |F| is 0.0989 hartree/bohr. For the energy relative to the best compared isomer or geometry (same formula, charge and spin), the calculation gives 261.5 kJ/mol. As for the charge: 0.

Atoms and positions in Å:
Cl (-2.10351, -0.59149, -0.48546)
C (0.27292, 1.87153, -0.95864)
C (0.40917, -0.66620, 1.25267)
C (-0.30582, -0.59708, -0.65040)
C (0.16524, 0.68377, -0.93483)
H (1.39382, -0.29959, 1.23637)
H (0.32320, -1.72598, 1.49839)
H (-0.22588, -1.39389, -1.42763)
H (0.51924, 2.81557, -1.26898)
H (-0.44838, -0.09665, 1.73851)

No. 2
Molecular formula: C36H44BaN16P
Method: DFT, ωB97M-V with the def2-TZVPD basis set

The value obtained for the orbital gap is 6.118 eV. Its spin multiplicity is 1. As for the HOMO energy: -8.021 eV. Its max |F| is 0.0264 hartree/bohr. For the energy relative to the best compared isomer or geometry (same formula, charge and spin), the calculation gives 0.0 kJ/mol. As for the charge: +1.

Atoms and positions in Å:
Ba (0.03426, -0.26340, -0.29392)
P (1.42952, 0.28075, -4.23953)
N (-0.44031, -1.31579, -2.82218)
N (1.98233, 1.99128, 1.15509)
N (0.50930, 1.66890, -1.97927)
N (-2.14382, -2.39945, 0.51281)
N (1.53134, -2.04592, 0.98711)
N (1.42287, -5.36897, 1.73017)
N (2.44861, -0.91833, -1.89431)
N (-0.36577, -1.69802, -4.99893)
N (2.35705, -3.37241, 2.55729)
N (0.94796, 2.99101, -3.69051)
N (-3.87906, -3.75541, 0.86358)
N (4.02176, -0.30858, -3.33141)
N (1.16905, -3.29016, 0.69344)
N (-0.41035, 0.82648, 1.93518)
N (-2.40211, 1.06065, 0.00615)
N (1.66923, -4.01260, 1.64099)
C (-2.42216, 2.53518, -0.01050)
C (-1.28330, -2.35022, -3.12915)
C (2.99835, 0.45544, 4.42070)
C (-3.34171, -4.42544, 3.25990)
C (0.86814, 1.70399, -3.25147)
C (0.62883, 3.80378, -2.63453)
C (3.25605, 1.85325, 0.45704)
C (0.36188, 2.97255, -1.58551)
C (-4.44360, 0.30021, 3.06314)
C (-1.72640, 0.74343, 2.35622)
C (3.03324, 1.14539, 3.21489)
C (-4.06221, 0.39962, 1.72986)
C (-0.00492, -1.60280, -6.41337)
C (-3.49663, 0.58156, 4.03679)
C (-1.25011, -2.59580, -4.47280)
C (-3.15568, -3.76937, 2.04479)
C (4.69042, 0.29469, -4.48047)
C (0.10749, -0.93848, -3.96626)
C (4.66250, -0.85977, -2.25584)
C (-2.40198, -4.18203, 4.24159)
C (1.35155, 3.46175, -5.01439)
C (2.67974, -0.35858, -3.06990)
C (-2.07841, -2.91990, 1.80575)
C (-2.75063, 0.66563, 1.36916)
C (-1.14862, -2.66990, 2.81448)
C (-1.32005, -3.30959, 4.02280)
C (0.65834, 0.72706, 2.80467)
C (-2.17488, 0.82034, 3.69116)
C (1.79580, -0.12181, 4.81133)
C (1.68160, 3.40345, 1.40106)
C (3.68145, -1.23140, -1.38274)
C (-3.31954, 0.58788, -1.02987)
C (-3.22630, -2.92186, 0.00549)
C (1.90805, 1.26685, 2.40492)
C (0.66409, 0.00250, 4.02192)
C (2.25269, -2.11952, 2.12028)
H (-0.24936, -0.62049, -6.80821)
H (-3.61499, -2.73227, -0.98477)
H (-2.17574, 2.89915, -1.00859)
H (-3.44835, -0.49049, -0.95065)
H (-1.69980, 2.91656, 0.71208)
H (2.37200, 3.83493, 2.13745)
H (-2.50515, -4.66443, 5.20518)
H (-1.46807, 1.05818, 4.47032)
H (-1.76398, -3.31768, -5.08642)
H (4.04534, 2.50232, 0.85947)
H (5.64071, -0.20782, -4.63983)
H (1.05609, -1.79235, -6.55572)
H (3.11719, 2.11273, -0.59821)
H (-0.61482, -3.12985, 4.82618)
H (0.61546, 4.87834, -2.72217)
H (2.17841, -5.78002, 2.26137)
H (0.86832, 4.41456, -5.21065)
H (2.43061, 3.59477, -5.06855)
H (1.04241, 2.74995, -5.77295)
H (3.79127, -1.71580, -0.42524)
H (-5.46921, 0.07553, 3.32557)
H (2.69733, -1.27554, 2.62818)
H (4.07986, 0.17688, -5.37095)
H (5.73658, -0.94291, -2.21101)
H (1.35622, -5.73992, 0.79231)
H (-0.24013, -0.49653, 4.33608)
H (-4.82056, 0.29480, 0.96241)
H (-3.78524, 0.61514, 5.08142)
H (1.77486, 3.97348, 0.47576)
H (-4.18434, -5.08309, 3.43300)
H (0.08569, 3.21909, -0.57590)
H (-2.89966, 0.82487, -2.01102)
H (-4.75638, -4.21279, 0.69114)
H (-1.83193, -2.87579, -2.36374)
H (0.66346, 3.49838, 1.78439)
H (-0.56982, -2.35066, -6.96112)
H (4.87664, 1.35447, -4.31103)
H (-3.41764, 2.90548, 0.26190)
H (1.73926, -0.68860, 5.73421)
H (3.88573, 0.37639, 5.03617)
H (3.96329, 1.60072, 2.89509)
H (-4.30592, 1.06357, -0.96726)
H (-0.33699, -1.97004, 2.65739)
H (3.60090, 0.82155, 0.51205)

No. 3
Molecular formula: C26H27F2Si
Method: DFT, ωB97M-V with the def2-TZVPD basis set

The value obtained for the orbital gap is 4.475 eV. Its spin multiplicity is 1. As for the HOMO energy: -10.606 eV. Its max |F| is 0.0353 hartree/bohr. As for the charge: +1.

Atoms and positions in Å:
Si (-2.91310, -0.89952, 0.93766)
F (4.14530, -4.74170, -0.32343)
F (5.28008, 2.81350, -1.73772)
C (-1.12893, 1.68054, 6.80370)
C (-1.14704, 1.46189, 5.42408)
C (1.91647, -2.63971, 1.74118)
C (3.94763, 4.51313, 1.20428)
C (3.34758, 2.14330, 1.34520)
C (1.09364, -4.94740, 1.64608)
C (3.04070, -3.07920, 0.97008)
C (-1.95208, 0.18572, 3.42013)
C (-1.96059, 0.92159, 7.64698)
C (2.66775, 1.08133, 2.03850)
C (4.61164, 3.02567, -0.54506)
C (1.74329, -1.23575, 2.03329)
C (4.58645, 4.32429, -0.03240)
C (-1.98093, 0.47419, 4.85230)
C (-2.63491, -0.81192, 2.80016)
C (3.08641, -4.37862, 0.47665)
C (0.97954, -3.64476, 2.13080)
C (-4.27300, -2.13006, 0.54108)
C (3.34789, 3.46049, 1.88762)
C (3.98781, 1.94751, 0.07685)
C (-1.27013, -1.38881, 0.18173)
C (-2.83232, -0.25048, 5.71312)
C (-2.82609, -0.03659, 7.09666)
C (2.65474, -0.25243, 1.62550)
C (-3.53708, 0.73034, 0.24517)
C (2.11408, -5.33569, 0.76813)
H (-3.49698, -0.99992, 5.28285)
H (0.35025, -5.69802, 1.90975)
H (-0.94436, -2.37367, 0.56249)
H (-1.33611, -1.44034, -0.91831)
H (0.82689, -0.94388, 2.56972)
H (2.18368, -6.32983, 0.32893)
H (-3.51920, -0.60397, 7.73101)
H (-5.24317, -1.75683, 0.90623)
H (-0.50031, 2.05015, 4.77112)
H (-2.83038, 1.54553, 0.46241)
H (-1.28002, 0.82735, 2.83279)
H (-1.97394, 1.10277, 8.72691)
H (5.04247, 5.14586, -0.58663)
H (3.94121, 5.51308, 1.63709)
H (2.84304, 3.63882, 2.83415)
H (-3.66194, 0.65592, -0.84899)
H (3.97961, 0.97356, -0.41499)
H (-4.08901, -3.12030, 0.98193)
H (2.15406, 1.35932, 2.97210)
H (-2.98312, -1.66704, 3.43516)
H (-0.49093, 2.45566, 7.23657)
H (3.43073, -0.56087, 0.92042)
H (-0.50245, -0.64225, 0.45202)
H (3.85273, -2.39669, 0.73047)
H (0.15665, -3.38804, 2.80178)
H (-4.51844, 0.97285, 0.68954)
H (-4.35752, -2.25821, -0.54943)

What is the formula in the second record? C36H44BaN16P

Look up the max |F| of the third one. 0.0353 hartree/bohr